C25H56Br12NO13P3 as an isolated structure, computed with ωB97M-V/def2-TZVPD.

relative energy (zero: lowest compared OMol25 entry of this formula, charge and spin)	3.506	eV
HOMO energy	-9.38	eV
frontier orbital gap	8.65	eV

```
! wB97M-V def2-TZVPD RIJCOSX def2/J DEFGRID3
* xyz 0 1
C 3.4829 2.5152 8.0682
O 4.3920 1.6877 8.0946
N 2.8214 2.9796 6.9629
C 1.8493 4.0773 7.0367
C 3.0672 2.4009 5.6606
H 3.0982 3.0051 8.9761
H 2.3052 4.9059 6.4948
H 1.4933 4.2233 8.0565
H 0.9776 3.8519 6.4224
H 3.8276 1.6202 5.6815
H 2.1278 2.0650 5.2217
H 3.5249 3.1518 5.0165
C -1.2615 -0.5431 4.0799
Br -0.2917 -0.8389 2.3581
Br -2.6687 0.7788 3.7733
Br -0.1079 0.2940 5.3919
H -1.6696 -1.5074 4.3828
C -5.4341 -2.7782 -0.1143
Br -3.9647 -3.5055 -1.2896
Br -6.0185 -0.9813 -0.5078
Br -4.7848 -2.8687 1.7667
H -6.2908 -3.4241 -0.3060
C -0.2534 4.5476 -4.6651
Br -1.8870 3.4548 -4.2502
Br 1.0968 4.5114 -3.1625
Br -0.6769 6.4793 -5.0696
H 0.2133 4.1646 -5.5726
C -0.1915 8.4585 2.0249
Br 0.3536 7.6371 3.7552
Br -1.9791 7.8447 1.4690
Br 1.1633 8.3343 0.6200
H -0.3182 9.5177 2.2488
C -2.1951 -0.1941 -4.0257
C -2.6768 -1.4994 -4.6800
O -1.9651 -1.7507 -5.8788
P -0.4688 -2.3267 -5.8046
O -0.2426 -3.3755 -4.8044
O 0.4569 -0.9562 -5.7648
C 1.2726 -0.7173 -4.6244
C 1.6579 0.7372 -4.4430
O -0.3161 -2.8872 -7.3292
C 0.8512 -3.0400 -8.0909
C 1.5573 -4.3486 -7.6647
H -1.1714 -0.3066 -3.6689
H -2.1335 0.6605 -4.6995
H -2.7905 0.1084 -3.1643
H -2.5878 -2.3337 -3.9842
H -3.7144 -1.3219 -4.9630
H 0.6658 -1.0786 -3.7941
H 2.1835 -1.3132 -4.6810
H 2.1643 1.0291 -5.3630
H 0.8671 1.4302 -4.1555
H 2.3319 0.6483 -3.5910
H 0.5544 -3.0662 -9.1394
H 1.5382 -2.2197 -7.8826
H 1.5720 -4.4679 -6.5814
H 1.1346 -5.2136 -8.1757
H 2.6333 -4.3980 -7.8321
C -3.4234 5.1451 -0.9304
C -1.9007 5.1646 -0.8679
O -1.4482 4.4056 0.2529
P -0.9984 2.8620 0.0941
O -0.4565 2.4272 -1.2505
O 0.1461 2.6670 1.2707
C -0.0393 2.9147 2.6709
C 0.2125 4.3814 3.0618
O -2.2628 2.0745 0.6955
C -3.1466 1.2386 -0.1471
C -2.6169 -0.2350 -0.3935
H -3.8836 5.8560 -0.2441
H -3.7617 5.4793 -1.9112
H -3.9037 4.1701 -0.8487
H -1.4745 4.6806 -1.7467
H -1.3720 6.1163 -0.8160
H -1.0638 2.6093 2.8835
H 0.6807 2.3258 3.2391
H 0.8644 4.9322 2.3837
H -0.7624 4.8646 2.9966
H 0.5152 4.4520 4.1065
H -4.1573 1.3191 0.2529
H -3.1487 1.6850 -1.1415
H -2.8537 -0.8240 0.4927
H -3.1576 -0.8368 -1.1240
H -1.5339 -0.3081 -0.4920
C -0.0055 -2.9214 -1.1977
C 0.3708 -4.3115 -0.6374
O 1.5592 -4.1160 0.1418
P 1.9408 -5.1634 1.3072
O 1.1903 -6.4575 1.3617
O 3.5638 -5.1791 1.2187
C 4.2908 -6.2059 1.9146
C 5.3123 -5.5650 2.8599
O 1.6620 -4.2209 2.5722
C 0.3956 -3.9991 3.1550
C 0.1642 -5.0855 4.2254
H 0.8123 -2.4235 -1.7186
H -0.7043 -3.0152 -2.0289
H -0.3836 -2.1402 -0.5382
H -0.4513 -4.6814 -0.0247
H 0.5998 -5.0844 -1.3712
H 3.6065 -6.9264 2.3625
H 4.7825 -6.8966 1.2295
H 4.9326 -4.7635 3.4935
H 5.6714 -6.2443 3.6331
H 6.1811 -5.1553 2.3447
H 0.2884 -3.0005 3.5786
H -0.3746 -3.9278 2.3871
H -0.8499 -4.9049 4.5819
H 0.3147 -6.0798 3.8048
H 0.9020 -4.9560 5.0173
*
```

=====

A 4-piece molecular cluster, C25H58BClN2O4P overall, computed with ωB97M-V/def2-TZVPD.

HOMO energy	-4.00	eV
frontier orbital gap	6.46	eV

```
! wB97M-V def2-TZVPD RIJCOSX def2/J DEFGRID3
* xyz -1 1
C -0.9408 -1.8978 -2.7416
C -2.1956 -0.9415 -3.2247
P -1.7216 0.8624 -2.8267
C -1.9522 1.8269 -4.5035
C -2.9632 1.6659 -1.5591
Cl -3.6901 3.1250 -2.4269
C -1.9828 2.2325 -0.3285
O -2.3792 3.1029 0.6055
O -0.5595 1.7619 -0.2847
N -3.9215 0.5940 -1.1265
C -5.3654 1.0243 -1.0873
N -6.0908 0.8734 -2.4413
B -3.4875 -0.1333 0.1337
O -2.6902 -1.3886 -0.0460
O -3.7487 0.2818 1.5260
C -2.4863 0.1679 2.3296
H -0.3975 -2.3071 -3.7174
H -0.1141 -1.3169 -2.1228
H -1.2740 -2.8158 -2.0690
H -3.2454 -1.2878 -2.8428
H -2.2456 -1.0157 -4.4159
H -1.3296 1.2798 -5.3578
H -1.5737 2.9206 -4.3378
H -3.0774 1.7367 -4.8249
H -5.5618 2.0731 -0.5836
H -5.9199 0.2393 -0.3779
H -7.0136 1.3593 -2.4258
H -6.1988 -0.1585 -2.6610
H -3.4096 -2.0916 -0.2264
H -2.4389 1.0305 3.1519
H -1.5160 0.2979 1.6509
H -2.3697 -0.8908 2.8367
C 0.4000 4.5730 -2.5918
C -0.4829 5.4973 -3.4165
C 0.0888 5.8018 -4.8034
C 1.4341 6.5363 -4.8138
C 1.4526 7.8795 -4.0780
C 0.5122 8.9099 -4.6841
H 1.3750 5.0220 -2.3859
H -0.0765 4.3584 -1.6299
H 0.5584 3.6212 -3.1092
H -0.6623 6.4246 -2.8625
H -1.4625 5.0207 -3.5425
H -0.6490 6.3853 -5.3657
H 0.2074 4.8593 -5.3525
H 1.7302 6.7001 -5.8570
H 2.2062 5.8898 -4.3807
H 2.4737 8.2788 -4.1117
H 1.2128 7.7408 -3.0189
H 0.7609 9.0952 -5.7338
H 0.5971 9.8582 -4.1442
H -0.5312 8.5882 -4.6265
C 5.0681 -4.6555 -0.0075
C 3.6173 -5.1120 0.0179
C 2.7086 -4.2917 -0.9010
C 2.5912 -2.8037 -0.5525
C 2.0942 -2.5000 0.8640
C 0.6862 -3.0106 1.1293
H 5.1762 -3.6303 0.3561
H 5.6761 -5.3012 0.6342
H 5.4758 -4.7086 -1.0223
H 3.2436 -5.0908 1.0469
H 3.5776 -6.1604 -0.3016
H 1.7110 -4.7451 -0.9023
H 3.0775 -4.3756 -1.9310
H 1.9131 -2.3324 -1.2742
H 3.5638 -2.3181 -0.6933
H 2.1024 -1.4126 1.0083
H 2.7817 -2.9130 1.6092
H -0.0260 -2.5771 0.4202
H 0.3703 -2.7310 2.1392
H 0.6305 -4.1000 1.0545
C -0.2851 -3.4017 8.0441
C 1.1863 -3.1263 7.7737
C 1.4238 -2.2903 6.5136
C 0.9630 -2.9335 5.2008
C 1.5815 -4.2993 4.8882
C 3.0919 -4.2500 4.7162
H -0.7404 -3.9904 7.2436
H -0.3963 -3.9659 8.9756
H -0.8441 -2.4660 8.1480
H 1.7325 -4.0734 7.7154
H 1.6016 -2.5847 8.6322
H 2.4915 -2.0525 6.4474
H 0.9085 -1.3280 6.6245
H 1.1929 -2.2444 4.3792
H -0.1282 -3.0375 5.2088
H 1.1380 -4.6757 3.9582
H 1.3234 -5.0251 5.6662
H 3.3707 -3.5601 3.9135
H 3.4721 -5.2428 4.4559
H 3.5933 -3.9338 5.6350
*
```